Entry 1:
Below is a 3-piece molecular cluster, C20H44NO12S4 overall, with properties calculated with the ωB97M-V functional and the def2-TZVPD basis.

```
81
Properties=species:S:1:pos:R:3:mulliken_charge:R:1
C 2.398 0.534 3.443 -0.394
C 2.602 2.151 3.130 -0.306
C 3.830 2.461 2.066 -0.594
C 3.214 2.694 0.535 -0.405
C 2.949 1.190 -0.146 0.356
C 2.123 1.357 -1.552 -0.160
C 1.132 0.106 -1.930 -0.377
C 1.617 -1.359 -1.381 -0.713
C 0.940 -1.839 0.031 -0.274
C -0.678 -1.601 0.148 -0.165
C -1.108 -2.059 1.698 -0.407
S -2.977 -1.902 1.959 1.052
O -3.754 -2.709 0.891 -0.653
O -3.258 -2.605 3.343 -0.738
N -3.486 -0.243 2.152 -0.520
S -4.550 0.272 0.849 1.060
O -3.769 0.057 -0.471 -0.612
O -5.892 -0.549 0.789 -0.675
C -5.026 2.047 1.211 -0.628
C -5.554 2.905 -0.082 -0.431
O -4.689 2.842 -1.270 -0.253
C -3.404 3.531 -1.067 0.140
O -2.382 3.071 -0.314 -0.406
H 2.449 0.397 4.604 0.315
H 1.337 0.144 3.084 -0.234
H 3.188 -0.136 2.863 0.208
H 2.878 2.694 4.130 0.328
H 1.583 2.534 2.653 0.167
H 4.536 1.509 1.965 0.260
H 4.509 3.372 2.422 0.304
H 2.170 3.270 0.577 0.240
H 3.925 3.353 -0.145 0.093
H 3.966 0.637 -0.401 0.205
H 2.398 0.538 0.654 -0.498
H 2.884 1.473 -2.457 0.038
H 1.510 2.371 -1.518 0.175
H 1.134 0.032 -3.122 0.264
H 0.045 0.420 -1.633 0.148
H 1.337 -2.185 -2.197 0.363
H 2.799 -1.406 -1.277 0.251
H 1.109 -3.018 0.101 0.294
H 1.464 -1.401 1.000 0.024
H -0.959 -0.443 0.098 0.149
H -1.312 -2.143 -0.677 0.271
H -0.627 -1.220 2.397 -0.093
H -0.682 -3.122 1.962 0.293
H -5.945 1.996 1.972 0.365
H -4.161 2.597 1.815 0.326
H -6.696 2.670 -0.338 0.292
H -5.558 4.049 0.261 0.284
H -3.196 4.555 -1.642 0.304
O 3.441 4.408 -2.216 -0.588
S 3.517 4.510 -3.658 1.174
O 4.321 3.606 -4.452 -0.647
O 3.901 6.042 -4.062 -0.290
C 5.060 6.628 -3.489 -0.287
C 6.324 6.135 -4.169 -0.990
C 1.867 4.516 -4.313 -0.928
H 5.095 6.448 -2.409 0.298
H 4.976 7.710 -3.633 0.276
H 6.492 5.074 -3.963 0.291
H 7.196 6.692 -3.813 0.390
H 6.249 6.247 -5.255 0.257
H 1.268 5.239 -3.756 0.313
H 1.452 3.513 -4.191 0.332
H 1.907 4.776 -5.372 0.363
O -2.581 -7.846 -0.162 -0.673
S -2.730 -7.041 1.032 1.252
O -1.623 -6.776 1.925 -0.610
O -3.981 -7.616 1.906 -0.265
C -3.988 -8.990 2.264 -0.353
C -3.052 -9.265 3.426 -0.988
C -3.470 -5.492 0.581 -0.824
H -3.744 -9.619 1.401 0.324
H -5.012 -9.237 2.563 0.264
H -2.008 -9.122 3.132 0.291
H -3.166 -10.294 3.779 0.381
H -3.251 -8.579 4.255 0.264
H -4.343 -5.685 -0.046 0.341
H -2.730 -4.914 0.024 0.275
H -3.754 -4.957 1.489 0.320
```

The net charge is -1. Its largest force on an atom is 9.087 eV/A.

***

Entry 2:
Below is C29H42Cl3N3NaO2P2 as an isolated structure, with properties calculated with the ωB97M-V functional and the def2-TZVPD basis.

```
82
Properties=species:S:1:pos:R:3:mulliken_charge:R:1
Na -0.021 -1.203 1.208 0.411
C -0.106 -2.881 -4.252 -1.843
C 0.745 -2.384 -3.083 0.762
C 1.568 -3.536 -2.498 -1.477
P -0.076 -1.461 -1.684 1.048
C -1.807 -2.139 -1.475 1.416
C -2.827 -1.845 -2.574 -1.680
C -1.778 -3.623 -1.109 -1.362
C -0.434 0.176 -2.399 0.989
C -0.249 0.508 -3.736 -1.041
C -0.637 1.735 -4.261 -1.002
C -1.217 2.660 -3.400 -1.073
C -1.385 2.374 -2.059 -0.430
C -1.009 1.124 -1.499 -1.366
N -1.119 0.817 -0.179 1.179
C -2.074 1.447 0.586 -0.776
C -3.387 1.696 0.130 -0.633
C -4.353 2.230 0.958 -0.806
C -4.060 2.530 2.284 -1.053
C -2.779 2.286 2.754 -0.779
C -1.778 1.770 1.933 0.768
P -0.125 1.266 2.502 1.270
C 1.090 2.491 1.773 0.411
C 2.048 1.749 0.841 -0.649
C 0.458 3.688 1.071 -1.588
C -0.119 1.714 4.303 0.339
C 1.067 0.996 4.952 -1.426
C -0.114 3.202 4.657 -1.688
H 0.542 -3.269 -5.045 0.458
H -0.736 -2.102 -4.679 0.324
H -0.757 -3.699 -3.939 0.337
H 1.459 -1.647 -3.468 0.345
H 0.925 -4.269 -2.006 0.263
H 2.280 -3.171 -1.758 0.251
H 2.123 -4.051 -3.289 0.498
H -2.140 -1.583 -0.589 0.086
H -2.653 -2.447 -3.466 0.267
H -2.818 -0.793 -2.866 0.252
H -3.831 -2.085 -2.209 0.463
H -1.486 -4.238 -1.964 0.192
H -2.778 -3.946 -0.806 0.452
H -1.102 -3.825 -0.276 0.199
H 0.197 -0.215 -4.408 0.470
H -0.490 1.960 -5.310 0.358
H -1.542 3.624 -3.780 0.301
H -1.832 3.117 -1.410 0.396
H -3.635 1.433 -0.891 0.426
H -5.353 2.395 0.571 0.371
H -4.818 2.933 2.943 0.392
H -2.565 2.500 3.793 0.305
H 1.669 2.857 2.627 0.654
H 1.497 1.298 0.013 -0.282
H 2.570 0.946 1.367 0.142
H 2.798 2.433 0.431 0.564
H -0.110 3.358 0.199 0.211
H 1.234 4.380 0.727 0.478
H -0.225 4.232 1.725 0.277
H -1.033 1.252 4.690 0.581
H 2.013 1.373 4.547 0.250
H 1.020 -0.079 4.770 0.287
H 1.083 1.178 6.031 0.461
H 0.848 3.655 4.407 0.327
H -0.260 3.336 5.734 0.457
H -0.889 3.766 4.139 0.309
N 2.487 -1.880 1.324 -0.252
C 2.570 -3.337 1.467 -0.433
C 1.872 -3.773 2.750 -0.687
C 0.486 -3.117 2.774 0.369
O -0.275 -3.426 1.815 -0.707
O 0.267 -2.242 3.637 -0.700
H 2.914 -1.560 0.462 0.174
H 2.943 -1.417 2.103 0.173
H 3.602 -3.712 1.453 0.380
H 2.039 -3.776 0.621 0.107
H 2.441 -3.456 3.628 0.323
H 1.781 -4.861 2.758 0.352
Cl 3.124 1.293 -4.756 -0.105
C 3.333 1.764 -3.057 0.858
Cl 2.045 2.827 -2.540 -0.019
Cl 4.917 2.561 -2.858 -0.137
C 3.343 0.544 -2.244 -0.416
N 3.383 -0.427 -1.637 -0.322
```

The net charge is -1. Its largest force on an atom is 0.106 eV/A. Its energy relative to the best compared isomer or geometry (same formula, charge and spin) is 0.1 kcal/mol.

***

Number 1: LUMO level 1.85 eV. Number 2: LUMO level 2.06 eV.